Below is the molecule C9H11ClSi, with properties calculated with ωB97M-V/def2-TZVPD.

Computed properties:
HOMO = -9.39 eV
E_LUMO = 0.75 eV
SMILES = C=C[Si@](C)(Cl)c1ccccc1
ΔE to the lowest compared entry with this formula, charge and spin = 38.3 kcal/mol
frontier orbital gap = 10.139 eV
molecular weight = 182.7 g mol⁻¹

The geometry in ORCA input format:
```
! wB97M-V def2-TZVPD RIJCOSX def2/J DEFGRID3
* xyz 0 1
Cl -2.533 1.418 -1.314
Si -0.631 1.072 -1.140
C 0.736 -2.602 0.551
C 0.319 2.659 -0.142
C -0.925 -1.860 1.973
C 0.622 -1.515 -0.253
C -0.366 -0.517 -0.008
C -1.057 -0.781 1.150
C 0.274 0.890 -2.749
C 0.449 2.817 1.161
C -0.082 -2.868 1.612
H 0.222 2.046 1.957
H 0.800 3.451 -0.724
H 1.275 -1.355 -1.014
H 0.532 -0.134 -3.003
H -0.219 1.222 -3.619
H 1.507 -3.397 0.304
H -1.784 0.075 1.535
H 1.247 1.322 -2.579
H 0.067 -3.848 2.102
H 1.113 3.660 1.284
H -1.566 -1.754 2.916
*
```